(1)
Computed, not measured: a structure of composition C55H59As2N3OS2Ti, with ωB97M-V/def2-TZVPD.

Last column: Mulliken charge in e.
Positions of all 123 atoms, in Å:
Ti1 -0.042 0.812 -0.251  1.25
C1 3.258 2.945 2.624  -0.35
C2 3.902 2.940 1.395  -0.86
C3 3.465 3.781 0.381  -0.49
C4 2.373 4.613 0.587  -0.88
C5 1.726 4.616 1.814  0.16
C6 2.175 3.789 2.834  -0.54
H1 3.615 2.309 3.424  0.49
H2 4.760 2.300 1.235  0.49
H3 3.990 3.797 -0.563  0.86
H4 2.033 5.273 -0.203  0.49
H5 0.878 5.270 1.982  0.25
H6 1.689 3.815 3.802  0.50
S1 2.152 0.086 0.303  0.85
C7 1.780 -1.585 0.176  -1.10
N1 2.608 -2.453 -0.425  0.50
C8 2.200 -3.835 -0.618  -0.85
C9 1.564 -4.338 0.651  -0.78
N2 0.476 -3.441 1.017  0.10
C10 -0.705 -4.084 1.592  -1.48
C11 -1.436 -4.906 0.556  0.61
C12 -1.944 -6.156 0.885  -0.48
C13 -2.616 -6.916 -0.064  -0.71
C14 -2.772 -6.435 -1.355  -0.78
C15 -2.262 -5.188 -1.692  -0.99
C16 -1.604 -4.425 -0.739  0.43
C17 0.539 -2.122 0.776  0.53
S2 -0.738 -1.067 1.139  -0.50
C18 3.983 -2.129 -0.833  -1.18
C19 4.979 -2.713 0.136  0.32
C20 5.043 -2.226 1.439  -0.16
C21 5.933 -2.776 2.346  -0.81
C22 6.768 -3.817 1.957  -0.46
C23 6.710 -4.304 0.662  -0.72
C24 5.815 -3.753 -0.247  -0.24
H7 3.088 -4.419 -0.853  0.56
H8 1.498 -3.896 -1.457  0.27
H9 2.302 -4.383 1.459  0.41
H10 1.142 -5.332 0.502  0.49
H11 -1.346 -3.311 2.013  0.40
H12 -0.374 -4.723 2.413  0.48
H13 -1.811 -6.543 1.887  0.42
H14 -3.004 -7.888 0.204  0.42
H15 -3.280 -7.034 -2.098  0.44
H16 -2.373 -4.814 -2.702  0.68
H17 -1.210 -3.449 -1.007  0.51
H18 4.071 -1.043 -0.887  0.34
H19 4.133 -2.540 -1.832  0.57
H20 4.402 -1.404 1.739  0.50
H21 5.987 -2.388 3.353  0.44
H22 7.466 -4.243 2.664  0.41
H23 7.364 -5.108 0.354  0.42
H24 5.780 -4.128 -1.263  0.42
O1 -0.798 2.198 0.794  0.62
As1 -1.904 2.555 2.048  0.89
C25 -1.500 1.383 3.484  0.15
C26 -2.525 0.757 4.184  -0.52
C27 -2.203 -0.133 5.197  -0.81
C28 -0.873 -0.392 5.494  -0.67
C29 0.146 0.232 4.784  -0.94
C30 -0.161 1.124 3.770  -0.06
C31 -3.675 2.282 1.415  -0.04
C32 -3.943 1.202 0.578  0.12
C33 -5.240 0.992 0.140  -0.79
C34 -6.257 1.849 0.542  -0.61
C35 -5.986 2.916 1.386  -0.78
C36 -4.690 3.139 1.827  -0.47
C37 -1.669 4.365 2.553  0.21
C38 -1.196 4.673 3.824  -0.45
C39 -0.956 6.000 4.151  -0.63
C40 -1.185 6.997 3.213  -0.52
C41 -1.663 6.682 1.946  -0.83
C42 -1.907 5.361 1.608  -0.53
H25 -3.562 0.959 3.943  0.52
H26 -2.990 -0.623 5.754  0.46
H27 -0.627 -1.085 6.286  0.46
H28 1.180 0.021 5.019  0.51
H29 0.628 1.597 3.197  0.37
H30 -3.146 0.527 0.276  0.09
H31 -5.463 0.158 -0.512  0.49
H32 -7.268 1.684 0.197  0.43
H33 -6.781 3.577 1.699  0.44
H34 -4.474 3.978 2.478  0.44
H35 -1.022 3.890 4.552  0.48
H36 -0.591 6.254 5.136  0.46
H37 -0.995 8.030 3.472  0.41
H38 -1.845 7.467 1.225  0.44
H39 -2.279 5.111 0.620  0.45
C43 -0.294 3.357 -4.878  -1.25
C44 -0.467 3.072 -3.391  -0.59
As2 0.864 1.878 -2.593  0.36
C45 0.996 0.468 -3.954  -0.63
C46 1.585 -0.837 -3.435  -0.38
C47 2.518 2.856 -2.927  -0.82
C48 3.763 2.006 -2.691  -1.24
H40 -1.086 4.016 -5.233  0.43
H41 -0.336 2.445 -5.474  0.26
H42 0.655 3.849 -5.089  0.31
H43 -1.444 2.624 -3.187  0.41
H44 -0.420 3.995 -2.806  0.43
H45 1.586 0.867 -4.782  0.73
H46 -0.015 0.306 -4.339  0.02
H47 2.558 -0.676 -2.971  -0.05
H48 1.712 -1.554 -4.248  0.57
H49 0.932 -1.294 -2.684  -0.41
H50 2.504 3.733 -2.277  0.54
H51 2.478 3.207 -3.959  0.53
H52 3.749 1.532 -1.709  0.13
H53 4.663 2.619 -2.753  0.49
H54 3.855 1.225 -3.447  0.33
N3 -1.328 -0.108 -1.688  0.61
C49 -2.051 -0.685 -2.383  -0.32
C50 -2.949 -1.461 -3.183  0.41
C51 -3.010 -1.271 -4.564  -0.34
C52 -3.894 -2.026 -5.310  -0.81
C53 -4.710 -2.962 -4.683  -0.43
C54 -4.647 -3.149 -3.307  -0.98
C55 -3.768 -2.399 -2.549  -0.33
H55 -2.375 -0.537 -5.042  0.54
H56 -3.950 -1.888 -6.380  0.45
H57 -5.401 -3.548 -5.272  0.46
H58 -5.283 -3.880 -2.827  0.47
H59 -3.697 -2.541 -1.478  0.75

## Properties
**Total charge**: +2
**LUMO energy (alpha / beta)**: -5.409 / -5.523 eV
**Frontier orbital gap (alpha / beta)**: 5.64 / 5.56 eV



(2)
Computed, not measured: a cluster of 2 separate species, C55H61N4O in total, with ωB97M-V/def2-TZVPD.

Last column: Mulliken charge in e.
Positions of all 121 atoms, in Å:
C1 -7.947 0.273 5.447  -0.89
C2 -8.022 -1.025 6.227  -0.54
N1 -6.804 -1.791 6.086  0.01
C3 -6.967 -3.203 6.347  -0.62
C4 -5.789 -3.998 5.820  -0.86
C5 -4.490 -3.452 6.412  -0.71
C6 -4.397 -1.962 6.308  0.72
C7 -5.580 -1.189 6.115  0.46
C8 -5.466 0.227 5.957  0.56
C9 -4.215 0.805 5.910  -1.54
C10 -3.010 0.051 6.069  0.38
C11 -1.758 0.685 5.897  -0.45
C12 -0.501 0.055 5.765  0.67
C13 0.696 0.816 5.951  -1.53
C14 1.948 0.237 5.954  0.55
C15 2.067 -1.181 5.817  0.45
N2 3.291 -1.780 5.873  0.02
C16 4.508 -1.011 5.740  -0.56
C17 4.420 0.291 6.511  -0.89
C18 3.176 1.083 6.108  -0.97
C19 3.461 -3.193 5.623  -0.62
C20 2.281 -3.989 6.144  -0.86
C21 0.984 -3.451 5.540  -0.72
C22 0.890 -1.960 5.610  0.76
C23 -0.330 -1.329 5.455  -1.47
C24 -3.173 -1.327 6.416  -1.38
C25 -6.699 1.069 5.832  -0.97
H1 -7.918 0.057 4.373  0.31
H2 -8.848 0.860 5.645  0.38
H3 -8.217 -0.813 7.295  0.26
H4 -8.844 -1.653 5.862  0.41
H5 -7.082 -3.373 7.434  0.28
H6 -7.903 -3.517 5.867  0.40
H7 -5.920 -5.051 6.083  0.37
H8 -5.752 -3.928 4.725  0.32
H9 -4.416 -3.751 7.470  0.32
H10 -3.637 -3.910 5.895  0.32
H11 -4.130 1.878 5.721  0.46
H12 -1.762 1.773 5.900  0.41
H13 0.604 1.890 6.134  0.45
H14 5.328 -1.634 6.117  0.41
H15 4.714 -0.804 4.673  0.27
H16 4.380 0.081 7.587  0.31
H17 5.322 0.880 6.321  0.38
H18 3.378 1.607 5.160  0.35
H19 2.988 1.862 6.857  0.42
H20 3.587 -3.371 4.539  0.28
H21 4.393 -3.501 6.115  0.41
H22 2.417 -5.043 5.889  0.37
H23 2.234 -3.913 7.238  0.32
H24 0.909 -3.771 4.487  0.33
H25 0.130 -3.899 6.064  0.31
H26 -1.186 -1.913 5.112  1.21
H27 -2.312 -1.901 6.761  1.16
H28 -6.528 1.854 5.085  0.42
H29 -6.888 1.587 6.787  0.33
C26 4.187 5.615 -8.371  -1.66
C27 3.204 5.535 -7.240  0.82
C28 3.257 6.450 -6.186  -0.75
C29 2.370 6.380 -5.104  1.00
C30 2.438 7.458 -4.069  -1.81
C31 1.446 5.322 -5.069  -0.25
N3 0.605 5.128 -3.931  1.07
C32 0.979 4.885 -2.645  -0.28
C33 2.314 5.046 -2.054  0.47
C34 3.439 4.283 -2.583  0.40
C35 4.781 4.629 -2.072  -2.17
C36 3.253 3.290 -3.600  0.62
C37 2.150 2.404 -3.583  0.42
C38 2.079 1.332 -4.469  -0.70
C39 3.059 1.164 -5.451  -0.58
C40 4.127 2.066 -5.528  -0.74
C41 4.250 3.093 -4.602  -0.81
O1 2.462 5.836 -1.091  -0.83
N4 -0.145 4.849 -1.887  0.95
C42 -0.257 4.903 -0.463  -0.19
C43 0.334 3.926 0.350  1.90
C44 1.115 2.781 -0.205  -1.16
C45 0.148 3.997 1.737  -1.68
C46 -0.638 4.994 2.319  0.80
C47 -0.830 5.038 3.807  -1.23
C48 -1.239 5.938 1.483  -1.20
C49 -1.063 5.908 0.095  0.87
C50 -1.739 6.957 -0.727  -1.63
C51 -1.244 4.852 -2.753  -1.35
C52 -0.792 5.055 -3.990  -0.72
C53 1.295 4.458 -6.165  1.74
C54 0.251 3.389 -6.226  -2.46
C55 2.206 4.561 -7.225  -0.84
H30 3.996 4.826 -9.104  0.36
H31 4.128 6.582 -8.889  0.38
H32 5.218 5.502 -8.012  0.35
H33 3.997 7.255 -6.206  0.46
H34 1.529 7.538 -3.464  0.13
H35 3.300 7.337 -3.398  0.23
H36 2.578 8.423 -4.582  0.64
H37 5.485 3.815 -2.291  0.45
H38 5.150 5.553 -2.551  0.30
H39 4.747 4.798 -0.986  0.36
H40 1.384 2.531 -2.811  0.10
H41 1.244 0.630 -4.383  0.40
H42 2.989 0.330 -6.152  0.39
H43 4.880 1.961 -6.312  0.43
H44 5.091 3.794 -4.644  0.41
H45 1.341 2.085 0.614  0.48
H46 0.560 2.221 -0.967  0.30
H47 2.081 3.098 -0.621  0.17
H48 0.616 3.234 2.365  0.54
H49 -1.598 5.769 4.077  0.37
H50 -1.137 4.060 4.202  0.04
H51 0.097 5.318 4.323  0.33
H52 -1.868 6.721 1.914  0.32
H53 -2.041 7.773 -0.059  0.43
H54 -1.094 7.389 -1.502  0.19
H55 -2.657 6.584 -1.201  0.37
H56 -2.249 4.762 -2.381  0.77
H57 -1.320 5.178 -4.921  0.72
H58 0.588 2.596 -6.907  0.41
H59 0.061 2.914 -5.258  0.46
H60 -0.704 3.772 -6.619  0.44
H61 2.137 3.842 -8.046  0.27

## Properties
**Total charge**: +1
**LUMO energy**: -4.156 eV
**Relative energy (zero: lowest compared OMol25 entry of this formula, charge and spin)**: 0.000 eV
**Frontier orbital gap**: 2.99 eV



(3)
Computed, not measured: a cluster of 11 separate species, C55H63N14Si in total, with ωB97M-V/def2-TZVPD.

Last column: Mulliken charge in e.
Positions of all 133 atoms, in Å:
C1 3.569 1.889 2.327  -0.72
Si1 2.165 2.656 1.271  0.33
C2 0.619 2.774 2.454  -0.72
C3 2.563 4.492 0.799  -1.03
N1 1.634 1.653 -0.122  0.00
C4 2.398 0.869 -0.887  0.34
N2 1.819 0.071 -1.969  -0.55
C5 2.998 -0.610 -2.471  -0.05
N3 4.163 -0.189 -1.730  -0.17
N4 3.810 0.710 -0.762  0.14
H1 3.263 0.819 2.566  0.02
H2 3.639 2.539 3.275  0.29
H3 4.615 1.965 1.847  0.36
H4 0.005 1.815 2.325  0.12
H5 -0.044 3.657 2.175  0.40
H6 1.040 2.812 3.523  0.08
H7 2.930 4.617 -0.269  0.31
H8 1.631 5.133 0.952  0.31
H9 3.322 4.857 1.584  0.30
H10 0.621 1.648 -0.335  0.31
H11 3.007 -1.379 -3.322  0.42
H12 5.091 -0.566 -1.972  0.27
H13 4.508 1.131 -0.143  0.24
N5 4.600 -3.117 -3.516  -0.14
C6 5.329 -3.646 -4.513  -0.48
C7 5.974 -4.869 -4.431  -0.45
C8 5.865 -5.590 -3.250  -0.30
C9 5.120 -5.067 -2.203  -0.72
C10 4.510 -3.837 -2.385  -0.14
H14 5.387 -3.044 -5.414  0.40
H15 6.546 -5.248 -5.268  0.41
H16 6.357 -6.551 -3.147  0.40
H17 5.015 -5.602 -1.268  0.47
H18 3.913 -3.387 -1.597  0.55
N6 1.964 1.473 5.290  -0.12
C11 1.689 0.180 5.063  -0.11
C12 1.471 -0.751 6.064  -0.78
C13 1.543 -0.327 7.382  -0.37
C14 1.827 1.004 7.648  -0.60
C15 2.026 1.858 6.575  -0.31
H19 1.647 -0.107 4.016  0.62
H20 1.251 -1.782 5.819  0.54
H21 1.380 -1.027 8.194  0.39
H22 1.891 1.370 8.665  0.39
H23 2.246 2.908 6.733  0.39
N7 3.687 -1.916 2.825  -0.08
C16 4.417 -2.432 1.824  -0.11
C17 5.069 -3.652 1.895  -0.68
C18 4.967 -4.385 3.069  -0.04
C19 4.219 -3.874 4.121  -0.89
C20 3.602 -2.645 3.949  0.11
H24 4.470 -1.821 0.927  0.24
H25 5.644 -4.021 1.054  0.44
H26 5.464 -5.344 3.165  0.47
H27 4.118 -4.418 5.051  0.42
H28 3.004 -2.206 4.741  0.09
N8 -2.600 1.062 3.682  -0.42
C21 -3.728 1.245 2.977  0.12
C22 -4.554 0.214 2.561  -0.40
C23 -4.196 -1.086 2.887  -0.37
C24 -3.034 -1.304 3.613  -0.49
C25 -2.277 -0.205 3.985  -0.13
H29 -3.964 2.277 2.744  0.11
H30 -5.454 0.422 1.996  0.41
H31 -4.816 -1.920 2.578  0.38
H32 -2.723 -2.306 3.884  0.38
H33 -1.362 -0.325 4.557  0.44
N9 6.952 -7.396 3.922  -0.31
C26 7.683 -7.912 2.921  -0.04
C27 8.335 -9.132 2.992  -0.61
C28 8.231 -9.864 4.166  -0.11
C29 7.484 -9.353 5.217  -0.57
C30 6.867 -8.125 5.045  -0.14
H34 7.736 -7.302 2.025  0.35
H35 8.909 -9.501 2.151  0.34
H36 8.728 -10.823 4.261  0.37
H37 7.383 -9.897 6.147  0.35
H38 6.269 -7.686 5.837  0.35
N10 -5.717 3.930 1.200  -0.42
C31 -6.735 4.345 0.431  -0.33
C32 -7.393 5.552 0.606  -0.46
C33 -6.979 6.381 1.638  -0.26
C34 -5.930 5.977 2.450  -0.63
C35 -5.335 4.753 2.192  0.02
H39 -7.025 3.662 -0.361  0.40
H40 -8.208 5.837 -0.047  0.59
H41 -7.470 7.333 1.808  0.43
H42 -5.582 6.598 3.266  0.34
H43 -4.509 4.395 2.798  0.30
N11 0.586 -7.430 -2.584  -0.52
C36 1.225 -6.371 -3.104  -0.63
C37 0.904 -5.056 -2.811  -0.06
C38 -0.143 -4.816 -1.933  -0.31
C39 -0.823 -5.892 -1.383  -0.40
C40 -0.421 -7.171 -1.737  -0.35
H44 2.034 -6.609 -3.788  0.49
H45 1.457 -4.240 -3.259  0.55
H46 -0.426 -3.800 -1.680  0.43
H47 -1.645 -5.743 -0.694  0.41
H48 -0.919 -8.045 -1.330  0.37
N12 -0.547 -6.223 -6.658  -0.58
C41 -1.438 -5.534 -7.388  -0.23
C42 -2.675 -5.129 -6.914  -0.33
C43 -3.016 -5.455 -5.609  -0.47
C44 -2.114 -6.168 -4.833  -0.16
C45 -0.901 -6.524 -5.399  -0.39
H49 -1.127 -5.306 -8.402  0.38
H50 -3.354 -4.572 -7.548  0.36
H51 -3.976 -5.156 -5.202  0.38
H52 -2.348 -6.440 -3.811  0.37
H53 -0.163 -7.077 -4.834  0.70
N13 -8.366 6.508 -4.081  -0.61
C46 -7.823 6.741 -2.876  -0.29
C47 -7.756 7.995 -2.290  -0.30
C48 -8.278 9.074 -2.989  -0.41
C49 -8.844 8.862 -4.237  -0.27
C50 -8.864 7.568 -4.735  -0.26
H54 -7.426 5.867 -2.370  0.49
H55 -7.308 8.125 -1.312  0.50
H56 -8.243 10.071 -2.565  0.39
H57 -9.259 9.681 -4.810  0.39
H58 -9.299 7.350 -5.705  0.39
N14 -4.268 10.940 -2.541  -0.57
C51 -3.748 11.867 -3.360  -0.23
C52 -3.903 11.853 -4.736  -0.31
C53 -4.635 10.820 -5.304  -0.45
C54 -5.181 9.847 -4.481  -0.10
C55 -4.972 9.952 -3.115  -0.31
H59 -3.182 12.652 -2.869  0.37
H60 -3.463 12.630 -5.349  0.36
H61 -4.777 10.774 -6.378  0.37
H62 -5.757 9.027 -4.890  0.36
H63 -5.382 9.219 -2.430  0.51

## Properties
**Total charge**: +1
**LUMO energy**: -2.619 eV
**Frontier orbital gap**: 8.12 eV



E, record by record: -8487.74532 -2426.48639 -3189.40469 Ha
Molecular weight, record by record: 1039.9 794.1 948.3 u
Maximum force, record by record: 0.78 4.57 6.52 eV Å⁻¹